The following is a DFT calculation (ωB97M-V/def2-TZVPD) of a molecular structure, C43H51BiBr2I2N7O5Si.

Cartesian coordinates (Å):
Bi1 -0.145 -0.422 0.106
I1 -7.795 2.168 2.361
C1 -6.070 1.684 1.281
C2 -6.129 0.740 0.265
C3 -4.973 0.407 -0.411
I2 -5.023 -1.064 -1.893
C4 -3.692 0.972 -0.127
O1 -2.642 0.652 -0.759
C5 -3.691 1.912 0.959
C6 -2.370 2.467 1.407
N1 -1.534 1.455 2.091
C7 -2.183 0.955 3.293
C8 -3.162 -0.155 2.965
C9 -4.367 -0.248 3.656
C10 -5.315 -1.163 3.240
C11 -5.033 -1.956 2.138
C12 -3.790 -1.831 1.546
N2 -2.856 -0.976 1.965
C13 -4.853 2.260 1.619
H1 -7.066 0.264 0.006
H2 -2.554 3.313 2.085
H3 -1.804 2.828 0.553
H4 -0.650 1.891 2.325
H5 -2.757 1.748 3.796
H6 -1.431 0.608 4.005
H7 -4.577 0.442 4.464
H8 -6.274 -1.225 3.739
H9 -5.761 -2.643 1.728
H10 -3.538 -2.429 0.678
H11 -4.801 2.976 2.433
Br1 -0.280 -3.376 -4.313
C14 -0.540 -4.114 -2.592
C15 -0.882 -5.465 -2.476
C16 -1.058 -6.036 -1.249
Br2 -1.518 -7.879 -1.149
C17 -0.898 -5.274 -0.068
C18 -1.047 -5.776 1.242
C19 -0.869 -4.944 2.310
C20 -0.543 -3.598 2.079
N3 -0.392 -3.096 0.877
C21 -0.560 -3.905 -0.198
C22 -0.368 -3.281 -1.490
O2 -0.029 -2.051 -1.586
H12 -1.002 -6.056 -3.374
H13 -1.303 -6.817 1.384
H14 -0.977 -5.300 3.325
H15 -0.418 -2.918 2.910
C23 3.691 2.363 -5.321
C24 2.189 2.427 -5.579
C25 1.533 3.519 -4.743
C26 1.506 1.074 -5.365
N4 1.650 0.553 -4.015
C27 0.836 0.678 -2.967
N5 1.403 0.081 -1.946
N6 2.573 -0.411 -2.388
N7 2.738 -0.128 -3.624
H16 4.160 3.304 -5.611
H17 4.165 1.554 -5.880
H18 3.900 2.200 -4.263
H19 2.028 2.651 -6.639
H20 1.604 3.298 -3.676
H21 0.477 3.648 -4.989
H22 2.033 4.477 -4.897
H23 1.911 0.318 -6.037
H24 0.434 1.160 -5.548
H25 -0.121 1.176 -2.980
C28 3.600 0.457 0.566
Si1 2.426 -0.798 1.335
C29 3.285 -2.519 1.080
C30 4.799 -2.394 1.318
C31 3.082 -2.962 -0.375
C32 2.769 -3.631 2.000
C33 2.287 -0.310 3.198
C34 3.577 -0.574 3.981
C35 2.018 1.200 3.228
C36 1.130 -1.021 3.900
H26 4.413 0.697 1.259
H27 3.085 1.381 0.302
H28 4.040 0.046 -0.344
H29 5.242 -1.566 0.765
H30 5.289 -3.315 0.981
H31 5.041 -2.263 2.375
H32 3.636 -2.325 -1.067
H33 2.038 -2.926 -0.682
H34 3.439 -3.992 -0.500
H35 2.847 -3.372 3.057
H36 3.367 -4.537 1.841
H37 1.734 -3.889 1.786
H38 4.447 -0.124 3.498
H39 3.773 -1.640 4.103
H40 3.495 -0.137 4.984
H41 2.836 1.774 2.792
H42 1.875 1.538 4.262
H43 1.122 1.453 2.659
H44 1.283 -2.101 3.942
H45 0.181 -0.835 3.390
H46 1.030 -0.661 4.933
O3 -1.723 2.952 -2.166
C37 -0.949 4.049 -2.035
C38 -1.324 5.156 -2.801
C39 -0.608 6.334 -2.735
C40 0.501 6.440 -1.899
C41 0.882 5.341 -1.154
C42 0.185 4.135 -1.209
C43 0.729 2.964 -0.420
O4 1.792 3.078 0.182
O5 -0.014 1.915 -0.451
H47 -1.535 2.314 -1.439
H48 -2.198 5.061 -3.432
H49 -0.922 7.182 -3.332
H50 1.058 7.366 -1.839
H51 1.754 5.370 -0.513

Summary:
ΔE to the lowest compared entry with this formula, charge and spin, eV: 0.7295
E_LUMO, eV: 2.075
Charge: -1